[1]
A structure of composition C41H29AsBrF4N2O2PSTi. Source: the OMol25 dataset; level of theory: ωB97M-V with the def2-TZVPD basis set.

Summary:
Spin multiplicity: 3
Calculated total energy in a.u.: -8638.13755
Energy relative to the best compared isomer or geometry (same formula, charge and spin) in kJ/mol: 0.0
Lowest unoccupied orbital energy (alpha / beta) in eV: 0.16 / 0.05
Total charge: 0

Cartesian coordinates (Å):
C (4.15933, -1.69907, 3.79259)
H (-2.13046, -4.97673, 0.09368)
C (0.80470, -2.84466, -4.51104)
H (0.90522, -3.11474, 5.33185)
F (3.68580, 5.99415, -0.28401)
F (5.13620, 1.65768, 0.64090)
C (4.08710, -2.44816, 2.62787)
H (-0.27522, -2.28432, -6.27921)
C (5.52486, -1.00951, -2.57953)
H (1.65058, -3.31334, -2.60754)
H (0.54433, 2.20401, 4.53241)
H (0.65024, -7.36974, -1.62940)
H (1.55833, -1.92153, 6.47940)
H (3.01673, -0.73766, -4.83978)
C (-2.75595, -4.09421, 0.12089)
H (3.59475, -2.46523, 0.55042)
C (0.61968, 0.16722, 5.17388)
H (1.75185, -0.22110, -2.78906)
H (2.13764, -7.76540, 0.30993)
H (-2.32048, -1.68586, -2.57202)
H (5.33505, -0.67882, -0.47432)
C (1.67335, -6.79725, 0.17036)
H (-4.97710, -0.94638, 0.25593)
H (0.80806, 0.36223, 6.22180)
C (3.43973, 4.69217, -0.22812)
C (-4.35508, -1.83143, 0.21534)
F (5.60730, 4.27374, 0.57395)
C (-2.98841, -1.68572, -0.02535)
C (1.94071, 2.84842, -0.55723)
H (2.54487, -5.94319, 1.93542)
C (1.90599, -5.77538, 1.07709)
C (2.81443, -0.42673, -2.73138)
C (0.78165, -2.92128, -3.12483)
H (4.48362, -2.16166, 4.71588)
C (1.31331, -4.53113, 0.90174)
H (3.85822, 0.23697, 4.67497)
H (-0.18775, -2.27798, 6.44532)
H (1.47072, -3.75359, 1.63476)
C (3.46171, -0.40512, -1.50005)
C (0.48203, -4.30029, -0.18622)
C (0.26111, 0.75659, 2.91460)
As (-0.32687, -2.55440, -0.46119)
Ti (-0.02229, 0.01504, 0.47909)
H (-2.27189, -1.53586, -5.01826)
O (0.17319, -2.72137, 3.23038)
C (4.87669, -1.01629, -3.80942)
C (-1.41043, -1.92778, -4.49236)
N (0.14335, -0.54284, 2.58832)
O (0.20128, 1.58550, 1.95338)
H (-5.97018, -3.17025, 0.61097)
C (0.84075, -6.57670, -0.91747)
H (-0.38741, -5.16653, -1.95486)
C (3.52466, -0.72333, -3.88471)
N (0.54395, -1.14435, 4.82791)
P (2.48976, 0.13319, -0.06264)
C (2.90512, 1.94277, -0.09532)
H (1.68359, -3.17961, -5.04778)
C (0.48089, 1.16047, 4.27228)
C (-0.34085, -2.51397, -2.41407)
C (4.82323, -0.69839, -1.42780)
C (0.27734, -1.53803, 3.50333)
C (-2.20180, -2.83936, -0.09117)
H (3.10024, 1.28111, 2.59620)
C (3.66996, -1.85747, 1.44484)
H (6.58001, -1.24141, -2.51813)
C (3.33171, -0.50661, 1.41406)
C (3.39523, 0.23770, 2.58911)
C (-0.29008, -2.34426, -5.19834)
C (4.41380, 3.81788, 0.20972)
H (4.34294, -3.49999, 2.63354)
C (3.81167, -0.35523, 3.76968)
C (0.25089, -5.33476, -1.09592)
F (1.29465, 5.06614, -1.06878)
C (-4.90848, -3.08399, 0.41606)
C (-4.11335, -4.22138, 0.37850)
Br (0.24259, 2.28767, -1.18820)
H (5.42981, -1.25338, -4.70921)
C (-1.43993, -2.01513, -3.10848)
C (2.20104, 4.20060, -0.62414)
C (4.14026, 2.45735, 0.25304)
H (-4.54262, -5.19966, 0.55098)
C (0.71357, -2.17468, 5.83926)
S (-2.33245, -0.05619, -0.25589)

Atomic partial charges in e from the Mulliken method, atoms 1 to 8: number 1, C, carries -0.59; number 2, H, carries 0.36; number 3, C, carries -0.72; number 4, H, carries 0.32; number 5, F, carries -0.29; number 6, F, carries -0.41; number 7, C, carries -0.70; number 8, H, carries 0.39

[2]
A structure of composition C41H29AsCdN9O3 in a non-equilibrium geometry. Source: the OMol25 dataset; level of theory: ωB97M-V with the def2-TZVPD basis set.

Summary:
Calculated total energy in a.u.: -4701.95208
Energy relative to the best compared isomer or geometry (same formula, charge and spin) in kJ/mol: 153.9
Lowest unoccupied orbital energy (alpha / beta) in eV: 1.51 / 1.51
Total charge: -1

Cartesian coordinates (Å):
C (-5.49291, -0.52992, 1.41576)
N (-0.17196, -1.55786, 1.92524)
C (-5.35979, 0.00348, -1.31499)
H (7.19405, -1.06051, -1.62738)
C (-1.03602, -0.82141, 6.42141)
H (-7.25987, 0.91036, -1.02822)
H (-7.54819, 0.18717, 1.31778)
C (0.35726, -2.11594, -6.46458)
C (-1.57307, 1.82731, 2.82223)
H (-1.38249, -1.71746, -7.53589)
C (-1.74238, -1.09526, 5.22627)
H (-3.52501, 4.17091, 1.81600)
C (5.26536, -1.23008, 1.24053)
N (-2.53638, -0.96774, -2.37880)
C (-2.92417, -1.24116, 1.04023)
C (2.60336, -1.57348, 1.01952)
C (-1.62189, -1.46707, -5.30147)
H (4.63850, 1.95680, -0.27260)
As (-1.67074, 2.59243, 1.07104)
C (0.44398, -1.17426, 4.08642)
O (3.22227, 1.61579, 1.69233)
C (4.05068, -1.45758, 0.60765)
C (3.85850, 1.82368, -1.00002)
H (2.18629, -2.16381, -5.20493)
H (7.28669, -0.60362, 0.78155)
H (-3.56805, 3.82392, 0.02658)
O (-1.65708, 1.53268, -0.22019)
C (4.06236, 1.81068, -2.37041)
C (-2.99728, -0.99697, -1.06194)
C (2.59710, -1.59722, -1.22106)
C (-0.45297, 3.98648, 0.92175)
C (-0.95275, -1.35503, -4.15146)
C (5.04936, -1.37401, -1.59326)
C (-0.93297, -1.33582, 4.10545)
H (-5.63786, -0.77483, 2.43725)
C (2.57410, 1.63769, -0.53624)
C (6.29723, -1.12755, -1.02033)
H (-1.60504, 2.60483, 3.53984)
C (6.40150, -1.04787, 0.36171)
O (0.97667, 1.42182, 1.24463)
H (3.00384, 1.84270, -4.27349)
H (-0.63033, 1.28863, 2.91939)
N (1.54256, 1.39905, -1.34042)
C (-1.29516, -1.22143, -2.76307)
N (-2.53851, -1.38598, 2.29974)
C (-0.94337, -1.65525, -6.52239)
H (5.23331, -1.20341, 2.27803)
C (-6.45752, 0.42395, -0.52090)
H (4.99524, 1.92480, -2.90975)
H (0.93899, -2.41607, -7.34390)
H (0.78124, 1.42154, -3.25701)
H (0.42904, 3.52501, 0.49373)
C (-4.32552, -0.85494, 0.72214)
C (0.38160, -0.67652, 6.43608)
N (-0.19668, -1.44653, -1.95183)
H (2.18988, -0.84562, 5.23241)
H (0.88392, -0.59994, 7.38954)
H (-2.77535, -1.28369, 5.09281)
N (2.16295, -1.80610, -2.39038)
C (0.45654, -1.59929, -4.11881)
C (0.93533, -1.41899, 2.67923)
H (-5.32978, 0.31036, -2.37166)
C (0.86497, -1.58674, -2.78480)
C (-3.42071, 3.36038, 1.05418)
H (-0.23159, 4.25465, 1.94430)
C (1.11341, -0.83131, 5.24762)
C (1.11001, -2.05426, -5.28186)
H (-1.57091, -0.88378, 7.36067)
H (-0.80603, 4.78049, 0.24573)
H (-2.64695, -1.18040, -5.17752)
N (2.21684, -1.33111, 2.27287)
H (-4.13891, 2.62540, 1.22159)
C (2.97389, 1.70641, -3.22068)
N (1.81445, -1.69956, -0.12599)
C (4.00224, -1.54752, -0.80964)
C (-4.35153, -0.70751, -0.70509)
C (1.71536, 1.49432, -2.65139)
N (-2.22854, -1.32302, -0.08236)
H (-2.42984, 1.12157, 2.97880)
C (-6.62249, 0.05742, 0.81276)
C (-1.31411, -1.52143, 2.69954)
C (2.23339, 1.57452, 0.95844)
Cd (-0.13668, -0.16920, 0.10931)
H (4.99510, -1.38118, -2.66339)

Atomic partial charges in e from the Mulliken method, atoms 1 to 8: number 1, C, carries -0.01; number 2, N, carries -0.66; number 3, C, carries -0.92; number 4, H, carries 0.40; number 5, C, carries -0.53; number 6, H, carries 0.40; number 7, H, carries 0.46; number 8, C, carries -0.37

[3]
A structure of composition C41H30IrNO6S2. Source: the OMol25 dataset; level of theory: ωB97M-V with the def2-TZVPD basis set.

Summary:
Calculated total energy in a.u.: -2986.79496
Energy relative to the best compared isomer or geometry (same formula, charge and spin) in kJ/mol: 0.0
Lowest unoccupied orbital energy (alpha / beta) in eV: -6.93 / -6.93
Total charge: +2

Cartesian coordinates (Å):
H (-4.45158, 0.44145, -0.45668)
H (3.85953, 1.93588, -0.26121)
H (1.04308, -2.27105, -2.81149)
H (-1.86596, -5.55093, -5.07966)
C (-3.39186, 0.57634, -0.63585)
C (3.10973, 1.67262, -0.99152)
C (-1.11975, 3.30491, -1.81444)
Ir (-0.38019, -0.78314, 2.57090)
C (-2.60656, 0.88775, 2.72225)
H (1.90785, 4.04255, 2.26805)
C (0.79202, 1.12607, -1.51477)
H (-4.89730, 2.73296, -1.15899)
C (-1.84242, -4.70573, -1.98983)
H (5.85435, 3.83786, 5.10638)
C (4.93424, 2.96138, 3.37819)
O (-0.42995, -2.07460, 1.07059)
O (-0.87088, -4.22949, 5.00404)
C (2.48506, 1.22266, -3.28401)
H (-2.07487, -3.59839, -0.16545)
S (0.01965, -1.51348, -0.36187)
H (-2.21077, -6.63876, -3.73310)
H (6.87526, 2.66709, 4.26353)
H (3.88545, 4.82825, 3.51824)
S (1.27921, 1.57481, 1.10648)
C (2.83675, 1.09457, -4.65127)
C (-3.35803, -2.68115, 4.92759)
H (-3.45395, -3.58722, 5.50903)
C (0.22974, -2.95186, -2.58757)
H (0.44578, -4.06124, -4.39724)
C (-1.53331, -3.69609, -1.09608)
H (-5.35874, -1.98303, 5.27509)
C (-2.01695, 4.31590, -2.01163)
O (1.13586, 0.05612, 1.48461)
C (-0.50162, -2.82195, -1.41127)
C (-0.64704, 0.96093, -1.13552)
H (-5.01945, 0.14263, 3.97702)
H (6.61023, 4.27493, 3.58299)
H (5.69235, 0.97153, 3.10533)
N (-2.03350, -1.25883, 3.58455)
C (-3.01376, -0.36614, 3.47616)
C (-2.51941, -0.43707, -0.39884)
C (1.90312, 0.72979, -5.57422)
H (-4.09022, 4.91720, -1.94993)
C (-2.93801, 1.83594, -1.11237)
H (-0.06682, 3.46844, -2.00405)
C (3.44540, 1.57741, -2.30944)
H (-2.85729, -1.39846, -0.03287)
C (6.13818, 3.45487, 4.12557)
C (-1.55901, 2.03872, -1.35948)
H (-1.67399, 5.28315, -2.35322)
C (-4.41134, -1.77478, 4.79711)
C (-1.14059, -4.85238, -3.18672)
O (-3.33369, 1.81230, 2.55326)
H (3.72387, 0.17048, 1.84580)
H (-0.83420, 0.43000, -3.58721)
H (4.46378, 1.77099, -2.62168)
H (-0.16211, 0.19000, -5.92147)
C (3.85727, 3.81393, 3.14083)
H (-0.57665, -6.52868, -4.39583)
H (0.00741, -4.64808, 4.97154)
C (-0.88708, -3.13144, 4.30443)
C (3.77218, 1.19093, 2.20260)
C (1.14570, 0.98804, -2.88698)
C (-1.47110, -5.95719, -4.14718)
C (2.74474, 3.37734, 2.44258)
H (-2.64329, -5.39554, -1.75649)
C (0.56800, 0.48138, -5.17825)
C (-1.14392, -0.22563, -0.66172)
C (1.77518, 1.42994, -0.59904)
H (2.17772, 0.63162, -6.61574)
C (-3.39232, 4.10928, -1.77731)
C (-2.16969, -2.37723, 4.29841)
C (-4.23873, -0.59935, 4.07728)
C (-0.11097, -3.95653, -3.47448)
C (-3.84244, 2.89660, -1.33907)
O (-1.29997, 0.88684, 2.35140)
O (0.07989, -2.68151, 3.69783)
C (2.72172, 2.07197, 1.96495)
H (3.85892, 1.29266, -4.94747)
C (0.19358, 0.61202, -3.87384)
C (4.86849, 1.64590, 2.90974)

Atomic partial charges in e from the Mulliken method, atoms 1 to 8: number 1, H, carries 0.44; number 2, H, carries 0.54; number 3, H, carries 0.55; number 4, H, carries 0.34; number 5, C, carries -1.24; number 6, C, carries -0.70; number 7, C, carries -1.07; number 8, Ir, carries 1.82